[1]
102
Properties=species:S:1:pos:R:3 method="wB97M-V/def2-TZVPD" charge=+1 lumo_energy_ev="-2.445 / -2.528" total_energy_ev=-202447.02755 e_homo_ev="-9.82 / -10.32" s2=3.7592 spin_multiplicity=4
V -0.02 1.73 0.74
C 2.66 0.24 1.45
C 1.95 0.55 2.75
C 2.25 -0.13 3.91
C 1.43 -0.12 4.97
C 0.37 0.78 4.93
C 0.21 1.57 3.80
N 0.89 1.39 2.69
Sb -1.00 3.35 3.81
C 0.03 4.48 2.31
C -0.10 5.84 2.36
C 0.50 6.65 1.43
C 1.34 6.07 0.52
C 1.44 4.71 0.46
C 2.38 4.08 -0.55
N 0.71 3.87 1.28
C -2.40 2.68 2.27
C -3.69 2.85 2.74
C -4.76 2.49 1.91
C -4.47 2.00 0.64
C -3.12 1.84 0.25
C -2.95 1.19 -1.10
N -2.10 2.14 1.06
H 3.60 -0.26 1.64
H 2.06 -0.28 0.72
H 3.01 1.19 0.97
H 3.12 -0.76 3.86
H 1.73 -0.79 5.81
H -0.25 0.98 5.76
H -0.88 6.27 3.01
H 0.29 7.71 1.47
H 1.86 6.53 -0.27
H 2.10 4.20 -1.57
H 3.30 4.65 -0.46
H 2.55 3.02 -0.38
H -3.91 3.26 3.71
H -5.77 2.62 2.22
H -5.23 1.63 -0.02
H -3.65 0.37 -1.19
H -3.28 1.87 -1.88
H -1.95 0.83 -1.38
N -2.34 3.51 -3.41
C -3.30 4.29 -2.85
C -2.89 4.78 -1.63
N -1.61 4.24 -1.39
C -1.35 3.52 -2.44
C -0.18 2.68 -2.51
N 0.23 1.82 -1.57
C 1.34 1.21 -2.09
C 1.66 1.69 -3.30
N 0.66 2.55 -3.61
H -2.31 2.93 -4.23
H -4.29 4.44 -3.25
H -3.47 5.28 -0.87
H 1.82 0.36 -1.69
H 2.51 1.54 -3.98
H 0.60 3.03 -4.48
N 4.87 -3.51 -1.31
C 5.06 -2.40 -2.25
C 4.10 -1.24 -1.86
O 3.36 -1.49 -0.76
O 4.12 -0.16 -2.42
H 5.73 -3.77 -0.88
H 4.38 -4.28 -1.77
H 3.67 -2.35 -0.43
H 4.78 -2.71 -3.24
H 6.08 -2.03 -2.33
F -1.88 -5.23 1.63
C -0.67 -4.84 2.13
C 0.00 -3.73 1.60
C 1.23 -3.50 2.15
F 2.07 -2.59 1.60
C 1.71 -4.21 3.26
F 2.92 -3.87 3.73
C 0.94 -5.22 3.83
F 1.37 -5.86 4.85
C -0.29 -5.57 3.22
F -0.98 -6.62 3.64
Ge -0.63 -2.55 0.12
S -0.73 -0.62 1.02
C 0.57 -2.86 -1.43
C 0.39 -2.06 -2.57
F -0.61 -1.10 -2.56
C 1.15 -2.14 -3.69
F 1.03 -1.29 -4.69
C 2.06 -3.19 -3.73
F 2.80 -3.27 -4.82
C 2.22 -4.10 -2.65
F 3.07 -5.12 -2.73
C 1.51 -3.85 -1.44
F 1.70 -4.71 -0.42
C -2.49 -3.07 -0.38
C -2.77 -3.72 -1.57
F -1.80 -3.90 -2.43
C -4.06 -4.12 -1.90
F -4.32 -4.84 -2.97
C -5.09 -3.87 -1.00
F -6.37 -4.26 -1.22
C -4.84 -3.25 0.20
F -5.83 -3.07 1.04
C -3.57 -2.82 0.47
F -3.34 -2.15 1.60

[2]
12
Properties=species:S:1:pos:R:3 method="wB97M-V/def2-TZVPD" charge=0 lumo_energy_ev=0.289 total_energy_ev=-9811.46982 e_homo_ev=-9.18
C -1.47 -0.23 0.27
N -0.91 -1.12 -0.73
C 0.23 -0.99 -1.24
O 1.24 -0.07 -1.00
C 1.50 0.35 0.29
C 1.01 1.48 0.76
O 0.54 2.45 1.21
H -1.24 0.82 0.10
H -1.13 -0.51 1.27
H -2.56 -0.34 0.24
H 0.55 -1.64 -2.05
H 2.24 -0.19 0.87

[3]
66
Properties=species:S:1:pos:R:3 method="wB97M-V/def2-TZVPD" charge=0 lumo_energy_ev=-0.347 total_energy_ev=-90140.39159 e_homo_ev=-10.47 smiles="CC(=O)OCCCN([C@H](Cl)[C@@H](C)Cl)S(=O)(=O)F.C[N+](=O)[O-].C[N+](=O)[O-].C[N+](=O)[O-].C[N+](=O)[O-].C[N+](=O)[O-]"
C 7.20 -0.62 0.36
C 6.37 0.54 0.81
O 6.82 1.57 1.23
O 5.04 0.29 0.74
C 4.20 1.45 0.62
C 3.52 1.75 1.95
C 2.08 2.26 1.89
N 1.16 1.57 0.94
C 1.18 0.11 0.93
Cl 1.54 -0.62 -0.68
C -0.15 -0.44 1.46
C -0.38 -1.92 1.26
Cl -0.04 -0.10 3.23
S 0.81 2.47 -0.36
O 1.81 2.46 -1.37
O 0.32 3.72 0.09
F -0.40 1.70 -0.94
H 6.62 -1.27 -0.28
H 7.46 -1.19 1.24
H 8.09 -0.25 -0.13
H 4.79 2.30 0.30
H 3.50 1.22 -0.17
H 4.09 2.52 2.46
H 3.58 0.87 2.58
H 2.07 3.32 1.69
H 1.63 2.15 2.88
H 1.96 -0.25 1.59
H -0.96 0.17 1.09
H -0.96 -2.08 0.36
H -0.95 -2.32 2.09
H 0.55 -2.47 1.22
C -2.71 0.89 -2.88
N -4.10 0.51 -3.26
O -4.84 1.37 -3.66
O -4.40 -0.67 -3.17
H -2.60 1.96 -3.04
H -2.56 0.63 -1.84
H -2.04 0.33 -3.52
C -1.92 -1.25 7.41
N -0.60 -0.80 6.88
O -0.06 0.13 7.42
O -0.17 -1.40 5.92
H -2.17 -0.63 8.26
H -2.64 -1.16 6.61
H -1.80 -2.29 7.71
C -6.46 -2.34 -4.70
N -6.89 -3.56 -5.45
O -8.07 -3.67 -5.73
O -6.03 -4.36 -5.73
H -7.33 -1.72 -4.52
H -6.01 -2.68 -3.78
H -5.73 -1.83 -5.31
C 3.59 3.72 -3.70
N 4.77 2.92 -4.14
O 4.88 2.67 -5.32
O 5.54 2.56 -3.28
H 3.00 3.97 -4.57
H 3.04 3.11 -2.99
H 3.98 4.61 -3.21
C -5.24 -2.80 0.49
N -3.80 -2.92 0.82
O -3.04 -3.27 -0.06
O -3.48 -2.65 1.96
H -5.37 -3.07 -0.55
H -5.78 -3.47 1.15
H -5.54 -1.77 0.68

[4]
12
Properties=species:S:1:pos:R:3 method="wB97M-V/def2-TZVPD" charge=0 lumo_energy_ev="-0.098 / -0.098" total_energy_ev=-36129.94503 e_homo_ev="-7.95 / -7.95"
C -1.79 0.50 -1.48
C -0.95 -0.50 -1.61
C 0.51 0.08 1.77
Si 1.33 -0.18 0.11
Cl 2.66 1.24 -0.38
Cl 2.35 -1.91 0.25
H -2.71 0.59 -2.08
H -1.94 1.24 -0.66
H -0.62 -1.38 -2.10
H -0.27 0.87 1.82
H 0.06 -0.95 2.00
H 1.37 0.40 2.36